[1]
This record from the Open Molecules 2025 dataset describes a 2-piece molecular cluster, C3H8N2 overall in a non-equilibrium geometry. The level of theory is ωB97M-V/def2-TZVPD.

- HOMO energy (eV) = -8.491
- SMILES = C=NC.C=N
- max |F| (eV Å⁻¹) = 5.83
- total energy (eV) = -6217.0161
- HOMO-LUMO gap (eV) = 9.0345
- energy above the lowest of the compared OMol25 structures with the same formula, charge and spin (eV) = 4.831

Each line ends with the Mulliken charge.
Element x y z (Å)
C1 -0.978 -1.520 -0.520  -0.26
N1 -1.704 -0.777 0.235  -0.38
C2 -1.327 -0.753 1.654  -0.60
H1 -1.272 -2.221 -1.347  0.23
H2 0.111 -1.234 -0.656  0.22
H3 -2.058 -1.364 2.265  0.24
H4 -1.437 0.291 1.935  0.21
H5 -0.298 -1.133 1.656  0.33
C3 1.432 1.817 -1.318  -0.28
N2 2.068 1.710 -0.133  -0.47
H6 0.461 2.301 -1.283  0.29
H7 2.096 1.638 -2.215  0.23
H8 2.907 1.244 -0.272  0.24

=====

[2]
This record from the Open Molecules 2025 dataset describes one molecule with the formula C3H8N2 in a non-equilibrium geometry. The level of theory is ωB97M-V/def2-TZVPD.

- HOMO energy (eV) = -9.505
- SMILES = CCC1NN1
- max |F| (eV Å⁻¹) = 1.17
- total energy (eV) = -6219.1869
- HOMO-LUMO gap (eV) = 10.7454
- energy above the lowest of the compared OMol25 structures with the same formula, charge and spin (eV) = 2.660

Each line ends with the Mulliken charge.
Element x y z (Å)
C1 -0.168 -1.697 0.028  -1.08
C2 0.158 -0.393 -0.692  -0.39
C3 0.412 0.726 0.289  0.06
N1 0.169 2.062 -0.157  -0.48
N2 -0.666 1.464 0.867  -0.49
H1 0.667 -2.006 0.653  0.31
H2 -0.369 -2.486 -0.692  0.33
H3 -1.043 -1.576 0.664  0.31
H4 -0.666 -0.103 -1.347  0.29
H5 1.049 -0.520 -1.311  0.25
H6 1.241 0.549 0.973  0.38
H7 0.783 2.753 0.274  0.25
H8 -1.568 1.227 0.452  0.26

=====

[3]
This record from the Open Molecules 2025 dataset describes one molecule with the formula C3H8N2 in a non-equilibrium geometry. The level of theory is ωB97M-V/def2-TZVPD.

- HOMO energy (eV) = -7.950
- SMILES = C/C(N)=C/N
- max |F| (eV Å⁻¹) = 1.91
- total energy (eV) = -6220.4366
- HOMO-LUMO gap (eV) = 9.0584
- energy above the lowest of the compared OMol25 structures with the same formula, charge and spin (eV) = 1.410

Each line ends with the Mulliken charge.
Element x y z (Å)
C1 -0.179 -1.081 -1.372  -1.31
C2 0.095 -0.115 -0.268  0.39
N1 1.037 0.870 -0.641  -0.50
C3 -0.353 -0.187 1.002  -0.17
N2 -0.013 0.863 1.909  -0.59
H1 -1.044 -1.728 -1.199  0.32
H2 0.659 -1.723 -1.635  0.27
H3 -0.477 -0.568 -2.295  0.35
H4 0.899 1.109 -1.608  0.23
H5 1.021 1.643 0.012  0.29
H6 -1.131 -0.935 1.139  0.27
H7 -0.862 1.356 2.167  0.21
H8 0.347 0.496 2.789  0.24